Record 1
C59H53N2OP2PtS2Si | ωB97M-V with the def2-TZVPD basis set

Properties
ΔE to the lowest compared entry with this formula, charge and spin: 0.00 kJ/mol
Charge: +1
Energy: -4352.67932 Ha

Geometry (Å):
Pt  -0.12231  0.59815  -0.60348
O  -0.30383  0.61044  -3.72995
S  -0.64669  -0.29329  -2.62126
C  -2.31043  -0.84272  -2.89578
C  -2.48213  -1.27288  -4.19715
C  -3.71860  -1.67519  -4.72119
C  -4.80434  -1.59343  -3.89853
C  -6.24928  -1.92561  -4.15875
C  -6.99203  -1.49076  -2.87314
C  -5.90698  -1.00397  -1.94921
C  -5.98018  -0.48436  -0.69103
C  -4.77958  -0.07154  -0.09001
C  -3.53012  -0.17380  -0.67710
P  -2.18119  0.41118  0.38838
C  -2.19613  -0.68910  1.84021
C  -3.05831  -1.77121  1.96492
C  -3.04725  -2.54569  3.11913
C  -2.18144  -2.23795  4.15645
C  -1.29461  -1.17654  4.02338
C  -1.28863  -0.41409  2.86772
C  -2.80149  2.01432  0.96258
C  -2.92733  3.01455  -0.00118
C  -3.36573  4.27471  0.35967
C  -3.68014  4.54668  1.68675
C  -3.55261  3.55589  2.64547
C  -3.11011  2.28814  2.28689
C  -3.42567  -0.70105  -2.00710
C  -4.65136  -1.09735  -2.58712
C  0.35115  -1.74163  -2.85403
C  -0.19425  -2.98528  -3.05060
C  0.58578  -4.10661  -3.40351
C  1.92254  -3.92017  -3.59271
C  3.00666  -4.87999  -4.01197
C  4.29864  -4.02422  -4.06450
C  3.87962  -2.66321  -3.57094
C  4.60134  -1.53330  -3.31933
C  3.91955  -0.42584  -2.77753
C  2.55601  -0.38664  -2.55627
P  1.94379  1.02835  -1.58547
C  3.28920  1.33242  -0.41288
C  4.12026  2.44057  -0.51302
C  5.14827  2.61881  0.40462
C  5.34711  1.68877  1.41180
C  4.51349  0.57977  1.50919
C  3.48141  0.40144  0.60744
C  1.87376  2.49237  -2.63784
C  2.34956  2.50132  -3.94200
C  2.28987  3.66829  -4.68960
C  1.75832  4.82274  -4.13539
C  1.27684  4.81275  -2.83238
C  1.32712  3.64937  -2.08341
C  1.76923  -1.53098  -2.90865
C  2.48793  -2.65020  -3.34843
H  -1.61701  -1.28191  -4.84854
H  -3.78983  -2.01370  -5.74572
H  -6.36444  -2.99320  -4.35263
H  -6.61725  -1.40360  -5.04237
H  -7.55434  -2.30949  -2.42305
H  -7.70607  -0.69069  -3.07334
H  -6.91756  -0.36703  -0.16407
H  -4.84291  0.36046  0.90270
H  -3.75175  -2.01605  1.17153
H  -3.73667  -3.37559  3.21194
H  -2.19648  -2.82143  5.06909
H  -0.60672  -0.93726  4.82468
H  -0.58122  0.39909  2.75972
H  -2.66589  2.81167  -1.03457
H  -3.45819  5.04781  -0.39134
H  -4.02238  5.53319  1.97022
H  -3.79060  3.76517  3.67986
H  -3.01239  1.52355  3.04683
H  -1.26211  -3.11487  -2.94787
H  0.11021  -5.06758  -3.54544
H  2.77698  -5.33693  -4.97467
H  3.09494  -5.69247  -3.28921
H  4.68962  -3.95533  -5.08085
H  5.09384  -4.44222  -3.44717
H  5.67120  -1.48326  -3.47150
H  4.51505  0.42853  -2.47845
H  3.96857  3.17109  -1.29772
H  5.79142  3.48553  0.32739
H  6.14964  1.82758  2.12468
H  4.65768  -0.14311  2.30119
H  2.81537  -0.44799  0.71074
H  2.74840  1.59745  -4.38378
H  2.65444  3.67193  -5.70798
H  1.71296  5.73129  -4.72093
H  0.85675  5.71108  -2.40011
H  0.94411  3.63513  -1.06803
C  -0.34639  -5.34286  4.18677
C  0.41820  -4.14018  3.74947
C  1.23256  -3.39395  4.54767
C  1.88478  -2.28382  3.95531
N  1.73260  -1.94042  2.69339
C  0.91055  -2.66494  1.89654
S  0.60417  -2.30191  0.30393
N  0.29044  -3.76024  2.45770
C  2.80524  -1.42957  4.77339
H  -0.20342  -5.52136  5.24882
H  -0.01262  -6.22444  3.63671
H  -1.41104  -5.20576  3.99127
H  1.37839  -3.65132  5.58472
H  -0.33055  -4.25881  1.83438
H  2.76863  -1.67942  5.83114
H  2.55264  -0.37887  4.63105
H  3.82724  -1.56695  4.41559
C  2.31668  2.61769  4.41600
Si  1.31968  3.59720  3.16993
C  -0.19547  4.33294  3.98362
C  2.37256  4.92575  2.38323
C  0.78206  2.44640  1.84639
C  0.43998  1.72255  0.93152
H  2.70100  3.24910  5.21837
H  3.16199  2.13762  3.91940
H  1.70027  1.83666  4.86723
H  0.06729  5.03407  4.77686
H  -0.81615  3.54637  4.41843
H  -0.80000  4.86152  3.24392
H  2.76316  5.62941  3.11989
H  1.79511  5.48965  1.64866
H  3.21836  4.46858  1.86534

***

Record 2
C59H57AsBrClF9N3O7S2SiTa | ωB97M-V with the def2-TZVPD basis set

Properties
ΔE to the lowest compared entry with this formula, charge and spin: 130.67 kJ/mol
Charge: +1
Energy: -10284.64633 Ha

Geometry (Å):
Ta  0.54360  -0.09361  -0.55749
F  1.73051  2.59200  0.45555
C  2.95683  2.57814  -0.25999
F  2.90896  1.17636  -0.69583
F  2.57552  3.17451  -1.46827
S  1.20400  1.58067  -2.66923
O  0.36018  -0.64679  -2.35868
O  2.17313  0.95474  -3.50301
N  0.41495  2.66805  -3.49757
S  -0.49401  3.56107  -2.52744
O  -0.34343  2.98927  -1.18802
O  -1.81998  3.85720  -2.93568
C  0.26942  5.27449  -2.38770
F  1.56085  5.32487  -2.64213
F  -0.37191  6.07116  -3.22336
F  0.04232  5.67884  -1.14177
C  -2.86705  0.61575  -3.90177
O  -2.48010  0.75465  -2.52504
C  -3.50868  1.18012  -1.73456
C  -4.78504  1.32718  -2.25038
C  -5.81919  1.71592  -1.41898
Br  -7.55155  1.90431  -2.14789
C  -5.61583  1.95461  -0.08736
C  -4.33760  1.81393  0.45651
C  -3.26852  1.42778  -0.36397
O  -1.98747  1.30852  0.22267
C  -4.21150  2.14805  1.87695
N  -5.20325  2.64301  2.56929
C  -4.72420  2.82799  3.84325
C  -5.36135  3.32271  4.98114
C  -4.63435  3.36993  6.15259
C  -3.29837  2.94890  6.20485
C  -2.64365  2.47396  5.08535
C  -3.37824  2.41648  3.90673
N  -3.08026  1.99063  2.63411
H  -3.22857  1.56631  -4.29172
H  -3.63350  -0.15168  -4.00153
H  -1.98576  0.32024  -4.45607
H  -4.99518  1.16937  -3.29613
H  -6.41524  2.26810  0.56666
H  -1.40305  1.93734  -0.25335
H  -6.39066  3.64893  4.93021
H  -5.10277  3.73680  7.05589
H  -2.76918  2.99327  7.14787
H  -1.61157  2.15532  5.12254
H  -2.20691  1.64999  2.28921
Cl  -2.55582  -6.63447  -3.19163
C  -2.07381  -5.02161  -2.80521
C  -0.87771  -4.86893  -1.98783
C  -0.52659  -3.68707  -1.48800
C  -1.24024  -2.39574  -1.73820
C  -1.36583  -1.61184  -0.43950
C  -2.33156  -2.58528  -2.87563
C  -2.79926  -3.96997  -3.17683
H  -0.30591  -5.76065  -1.76446
H  0.31633  -3.59828  -0.81863
H  -1.39997  -2.27974  0.42371
H  -2.26761  -0.99893  -0.44714
H  -3.18431  -1.91587  -2.73142
H  -3.72748  -4.09511  -3.71829
C  2.70764  -2.83024  -2.21714
Si  2.99204  -1.98039  -0.54497
C  2.75836  -3.18919  0.99664
C  2.18971  -4.55687  0.58072
C  4.10140  -3.48198  1.68189
C  1.83670  -2.55993  2.04589
C  4.77103  -1.19456  -0.71307
C  4.87577  -0.48496  -2.07659
C  5.85564  -2.28844  -0.73940
C  5.13668  -0.22073  0.41885
H  3.52204  -3.52292  -2.44304
H  2.68635  -2.08208  -3.01143
H  1.78132  -3.39651  -2.27711
H  2.64786  -4.92529  -0.33821
H  1.11017  -4.53436  0.45081
H  2.39761  -5.28743  1.36608
H  4.75125  -4.06358  1.03090
H  3.91578  -4.08294  2.57612
H  4.62038  -2.57774  1.99674
H  0.82882  -2.38715  1.65787
H  2.24783  -1.60299  2.37050
H  1.76432  -3.21988  2.91550
H  4.97948  -1.22079  -2.87533
H  5.77220  0.13928  -2.08523
H  4.02525  0.14837  -2.31285
H  5.62245  -3.08978  -1.44329
H  6.03752  -2.72791  0.23650
H  6.79004  -1.82391  -1.06311
H  4.47386  0.63824  0.46862
H  6.14947  0.15631  0.25296
H  5.11998  -0.71296  1.39307
O  0.48748  0.26789  1.23369
As  0.58508  1.04102  2.75207
C  2.42229  1.08678  3.36620
C  3.20395  2.18181  3.01122
C  4.53547  2.22209  3.39104
C  5.08124  1.17596  4.12160
C  4.28976  0.09986  4.50044
C  2.95596  0.05220  4.13001
C  -0.03111  2.87406  3.00075
C  0.25560  3.33053  4.28675
C  -0.14439  4.59754  4.66983
C  -0.82941  5.40445  3.77092
C  -1.08604  4.95491  2.48560
C  -0.68952  3.68486  2.09191
C  -0.44740  -0.11265  3.90790
C  -0.26350  -0.15421  5.28672
C  -1.06042  -0.98819  6.05245
C  -2.03851  -1.77220  5.45434
C  -2.22535  -1.72044  4.08091
C  -1.43227  -0.89013  3.30658
H  2.78140  3.00427  2.45037
H  5.13814  3.07567  3.11392
H  6.12586  1.20332  4.40065
H  4.70578  -0.70401  5.09242
H  2.32989  -0.77418  4.44328
H  0.80305  2.69267  4.97292
H  0.07564  4.95152  5.66737
H  -1.15280  6.39037  4.07535
H  -1.59817  5.59036  1.77608
H  -0.87569  3.36511  1.08036
H  0.48747  0.46705  5.76069
H  -0.92392  -1.02390  7.12453
H  -2.65933  -2.41919  6.05849
H  -2.99323  -2.31784  3.60872
H  -1.56838  -0.83550  2.23221
F  -0.00654  -3.67892  -9.60359
C  -0.53588  -2.44813  -9.43703
F  -1.66350  -2.41088  -10.16606
F  0.32485  -1.57621  -9.98682
C  -0.78708  -2.17129  -7.98313
C  -2.00611  -2.53151  -7.42423
C  -2.20066  -2.38470  -6.06315
C  -1.17676  -1.90181  -5.24574
C  0.02876  -1.50238  -5.83274
C  0.22316  -1.63960  -7.19296
C  -1.30526  -1.92632  -3.80287
C  -0.52411  -1.56647  -2.76263
H  -2.79134  -2.93690  -8.04677
H  -3.14627  -2.66598  -5.62048
H  0.81984  -1.11078  -5.20336
H  1.16066  -1.34256  -7.64310

***

> Among the records above, which one has the lowest ΔE to the lowest compared entry with this formula, charge and spin?

C59H53N2OP2PtS2Si